Record 1
The following is a quantum chemistry calculation of 3 unconnected molecules or ions with the total composition C11H27BN2O7S in a non-equilibrium geometry, from the Open Molecules 2025 dataset.

Computed properties:
Strongest force on any atom   5.84 eV/Å
M   342.2 g mol⁻¹
Highest occupied orbital energy   -9.30 eV

Last column: natural (NBO) charge in e.
Positions of all 49 atoms, in Å:
C (2.18, 2.27, -2.86)  -0.639
C (2.89, 0.76, -2.87)  -0.436
C (1.88, -0.31, -3.61)  -0.120
O (0.92, -0.97, -2.68)  -0.700
S (-0.63, -0.43, -3.17)  1.640
O (-0.93, -0.98, -4.62)  -0.875
O (-1.88, -1.07, -2.22)  -0.904
B (-2.86, -0.05, -1.78)  1.415
O (-2.74, 0.44, -0.38)  -0.967
O (-3.97, 0.50, -2.58)  -0.772
C (-3.52, 1.49, -3.57)  -0.086
C (-4.71, 2.42, -4.22)  -0.642
H (2.74, 3.02, -2.13)  0.228
H (2.15, 2.76, -3.93)  0.207
H (1.07, 2.14, -2.49)  0.217
H (3.91, 0.86, -3.45)  0.222
H (3.06, 0.46, -1.73)  0.225
H (2.47, -1.21, -4.13)  0.219
H (1.35, 0.29, -4.48)  0.214
H (-2.13, 1.24, -0.32)  0.518
H (-2.99, 0.88, -4.45)  0.195
H (-2.65, 2.14, -3.09)  0.164
H (-5.27, 3.07, -3.40)  0.226
H (-4.17, 3.14, -5.00)  0.223
H (-5.45, 1.73, -4.83)  0.228
C (1.95, -0.35, 0.83)  -0.734
C (1.70, 1.07, 1.25)  0.680
O (0.90, 1.80, 0.67)  -0.661
N (2.41, 1.54, 2.32)  -0.609
C (3.38, 0.84, 3.12)  -0.410
H (1.33, -0.59, -0.04)  0.249
H (3.00, -0.48, 0.54)  0.223
H (1.69, -1.04, 1.64)  0.242
H (2.19, 2.50, 2.55)  0.400
H (3.03, 0.83, 4.16)  0.214
H (4.33, 1.39, 3.06)  0.188
H (3.54, -0.19, 2.79)  0.215
C (-0.08, -2.80, 5.91)  -0.721
C (0.00, -1.96, 4.67)  0.677
O (0.85, -1.09, 4.51)  -0.649
N (-0.94, -2.18, 3.70)  -0.615
C (-2.01, -3.14, 3.70)  -0.413
H (0.73, -2.52, 6.60)  0.245
H (-1.03, -2.65, 6.41)  0.229
H (0.05, -3.86, 5.65)  0.228
H (-0.83, -1.57, 2.89)  0.407
H (-1.88, -3.80, 2.84)  0.200
H (-2.96, -2.60, 3.60)  0.203
H (-2.04, -3.73, 4.61)  0.210

---

Record 2
The following is a quantum chemistry calculation of a molecular structure, C11H27I2MnOP2 in a non-equilibrium geometry, from the Open Molecules 2025 dataset.

Computed properties:
Strongest force on any atom   5.87 eV/Å
M   546.0 g mol⁻¹
Net charge   +2
Multiplicity   5
Highest occupied orbital energy (alpha / beta)   -15.42 / -14.95 eV

Last column: Löwdin spin population.
Positions of all 44 atoms, in Å:
I (-4.58, -0.53, -0.59)  1.173
I (-1.81, -1.72, -1.77)  0.747
Mn (0.35, 0.21, 0.23)  2.516
P (0.26, 1.50, -1.76)  -0.022
C (-1.40, 1.40, -2.51)  0.026
C (0.46, 3.26, -1.35)  0.007
H (0.57, 3.84, -2.27)  0.001
H (1.45, 2.20, -3.75)  -0.002
H (1.37, 3.37, -0.75)  0.000
H (2.43, 1.19, -2.68)  0.000
H (-2.17, 1.62, -1.78)  0.002
H (-0.41, 3.62, -0.77)  0.000
C (1.44, 1.30, -3.12)  -0.010
H (-1.55, 2.01, -3.40)  0.000
H (1.21, 0.42, -3.73)  0.000
H (-1.60, 0.35, -2.82)  0.019
P (0.17, -1.60, 1.68)  -0.024
C (-1.46, -2.35, 1.41)  0.021
C (1.32, -2.98, 1.70)  -0.009
H (1.00, -0.68, 3.69)  0.000
H (-0.03, -2.09, 4.03)  0.001
H (-0.77, -0.48, 3.63)  0.000
C (0.06, -1.17, 3.44)  0.008
H (2.30, -2.54, 1.62)  0.000
H (1.24, -3.51, 2.65)  -0.002
H (-1.69, -3.21, 2.03)  -0.001
H (-1.50, -2.68, 0.35)  0.019
H (1.14, -3.65, 0.85)  0.000
H (-2.23, -1.58, 1.49)  0.001
C (-1.32, 0.82, 0.67)  -0.043
O (-2.25, 1.32, 1.16)  0.000
C (3.97, 1.94, -0.33)  -0.020
C (3.20, 0.72, 0.15)  -0.052
C (4.16, -0.31, 0.78)  -0.006
C (2.01, 1.05, 1.08)  -0.316
H (4.25, 2.61, 0.50)  0.000
H (3.46, 2.53, -1.10)  0.000
H (4.93, 1.68, -0.78)  -0.004
H (2.83, 0.17, -0.74)  -0.016
H (4.67, -0.02, 1.73)  0.000
H (3.63, -1.26, 0.94)  0.000
H (4.97, -0.50, 0.06)  0.000
H (2.22, 0.71, 2.11)  -0.007
H (1.72, 2.11, 1.02)  -0.007